{
  "formula": "C19H24GdN7O2S",
  "method": "ωB97M-V/def2-TZVPD",
  "symbols": ["Gd", "C", "C", "N", "N", "C", "N", "S", "C", "C", "C", "C", "C", "N", "H", "H", "H", "H", "H", "H", "H", "H", "H", "O", "C", "C", "C", "C", "C", "C", "N", "H", "H", "H", "H", "H", "H", "H", "N", "C", "N", "C", "C", "O", "C", "C", "H", "H", "H", "H", "H", "H", "H", "H"],
  "positions_angstrom": [[-0.1484, 0.1904, 0.9452], [-1.4922, -4.1100, 0.3360], [-1.2411, -2.7053, 0.1094], [-0.2451, -2.1002, 0.7482], [0.5452, -3.0035, 1.4151], [1.6034, -2.5177, 1.9989], [2.4644, -3.4366, 2.5303], [1.9338, -0.8671, 2.3619], [-2.0931, -1.8676, -0.7019], [-2.9655, -2.4075, -1.6417], [-3.5278, -1.6092, -2.6221], [-3.4112, -0.2454, -2.5043], [-2.5502, 0.2903, -1.5512], [-1.8929, -0.5168, -0.6664], [-0.5067, -4.5917, 0.3925], [-2.0333, -4.6518, -0.4467], [-2.0868, -4.2130, 1.2580], [2.3209, -4.4638, 2.4795], [3.3716, -3.1655, 2.8019], [-3.2100, -3.5104, -1.5910], [-4.1991, -2.0449, -3.3488], [-3.9270, 0.4779, -3.1486], [-2.3486, 1.3433, -1.5477], [-0.1039, 2.2852, 1.9389], [-0.2256, 2.4530, 3.4198], [-0.9496, 1.2161, 3.8807], [-0.8388, 0.8633, 5.2399], [-1.5171, -0.2446, 5.6673], [-2.2253, -1.0476, 4.7036], [-2.1396, -0.6786, 3.3851], [-1.3875, 0.3231, 2.9509], [0.2642, 3.1307, 1.5378], [-0.7973, 3.3864, 3.6017], [0.7895, 2.4736, 3.8140], [-0.3117, 1.4770, 5.9194], [-1.5228, -0.5630, 6.6895], [-2.6412, -2.0168, 5.0569], [-2.7184, -1.2052, 2.6210], [1.0827, 1.2497, -0.7052], [1.6809, 1.6960, -1.6340], [2.1328, 2.0886, -2.7694], [3.4562, 2.6948, -2.7046], [4.1888, 2.7271, -4.0228], [3.3348, 3.2222, -5.0687], [2.2567, 2.2946, -5.2070], [1.3194, 2.2588, -4.0165], [4.0224, 2.1526, -1.9410], [3.3603, 3.7334, -2.3640], [4.5929, 1.7229, -4.2652], [4.9931, 3.4527, -3.9453], [2.6332, 1.2687, -5.4566], [1.6372, 2.6169, -6.0258], [0.5347, 1.5261, -4.0205], [0.7387, 3.1686, -3.8866]],
  "mulliken_spin": [4.94, -0.02, 0.37, 0.30, 0.43, 0.05, 0.19, 0.09, 0.12, 0.12, 0.01, 0.12, 0.01, 0.17, 0.02, 0.00, 0.04, -0.01, -0.01, 0.01, 0.00, 0.01, 0.01, 0.01, 0.00, 0.00, 0.01, 0.00, 0.00, -0.01, 0.03, 0.00, 0.00, 0.00, 0.00, 0.00, 0.00, -0.01, 0.03, -0.01, 0.00, 0.00, 0.00, 0.00, 0.00, 0.00, 0.00, 0.00, 0.00, 0.00, 0.00, 0.00, 0.00, 0.00],
  "e_above_lowest_kj_mol": 0.0,
  "homo_lumo_gap_ev": [5.61, 6.61],
  "s_squared": 16.79,
  "multiplicity": 8,
  "charge": 2,
  "lumo_ev": [-5.794, -8.059]
}

***

{
  "formula": "C5H12NO",
  "method": "ωB97M-V/def2-TZVPD",
  "symbols": ["C", "C", "N", "C", "C", "C", "O", "H", "H", "H", "H", "H", "H", "H", "H", "H", "H", "H", "H"],
  "positions_angstrom": [[-0.5940, 1.5202, 2.2008], [0.1214, 0.3903, 1.4870], [0.4992, 0.8069, 0.1261], [1.2159, -0.2159, -0.6092], [0.4974, -0.8425, -1.7938], [-1.0502, -1.2002, -1.4976], [-1.2496, -2.1198, -0.5778], [-0.4734, 2.3871, 1.5521], [-1.6731, 1.3987, 2.3465], [-0.1532, 1.7593, 3.1616], [-0.3769, -0.5789, 1.4209], [1.0589, 0.0853, 1.9675], [-0.3955, 1.0098, -0.3087], [2.1704, 0.2173, -0.9523], [1.6030, -0.9740, 0.0758], [0.6457, -0.2960, -2.7446], [0.9799, -1.7930, -2.0779], [-1.4037, -0.1577, -1.2354], [-1.4224, -1.3971, -2.5411]],
  "nbo_charge": [-0.63, -0.24, -0.65, -0.22, -0.47, 0.03, -0.94, 0.21, 0.20, 0.19, 0.22, 0.16, 0.35, 0.15, 0.18, 0.16, 0.19, 0.03, 0.06],
  "e_above_lowest_kj_mol": 96.8,
  "homo_lumo_gap_ev": 6.48,
  "charge": -1,
  "smiles": "CCNCCC[O-]",
  "lumo_ev": 4.062
}

***

{
  "formula": "C9H11ClN4O2",
  "method": "ωB97M-V/def2-TZVPD",
  "symbols": ["H", "N", "C", "C", "C", "C", "N", "C", "C", "N", "C", "O", "N", "C", "O", "C", "Cl", "H", "H", "H", "H", "H", "H", "H", "H", "H", "H"],
  "positions_angstrom": [[-2.7909, 1.1329, -1.2440], [-2.0758, 0.8341, -0.5813], [-1.2818, 1.6998, 0.0072], [-1.3205, 3.1341, -0.2188], [-0.1076, 3.6338, 0.5814], [0.2845, 2.4903, 1.5196], [-0.4206, 1.3421, 1.0018], [-0.2468, -0.0416, 1.5081], [0.9821, -0.8224, 0.9722], [2.0164, -0.1661, 0.4392], [3.0294, -0.8271, -0.1034], [3.9333, 0.0212, -0.5131], [3.1892, -2.1638, -0.1504], [2.1890, -2.7938, 0.4225], [2.4257, -4.1211, 0.4943], [1.0740, -2.2125, 1.0180], [-0.1962, -3.1446, 1.7368], [-2.2808, 3.5369, 0.0892], [-1.2019, 3.3629, -1.2890], [0.7043, 3.8229, -0.0966], [-0.3389, 4.5551, 1.1305], [1.3742, 2.3460, 1.5490], [0.0023, 2.6590, 2.5844], [-1.1580, -0.5964, 1.2106], [-0.1787, -0.0221, 2.5869], [3.4967, 0.8554, -0.2856], [3.1851, -4.2274, -0.0816]],
  "nbo_charge": [0.36, -0.79, 0.46, -0.48, -0.41, -0.20, -0.41, -0.26, 0.29, -0.58, 0.70, -0.63, -0.54, 0.53, -0.64, -0.22, 0.03, 0.23, 0.23, 0.21, 0.22, 0.20, 0.18, 0.28, 0.22, 0.50, 0.50],
  "e_above_lowest_kj_mol": 12.8,
  "homo_lumo_gap_ev": 9.16,
  "smiles": "[H]/N=C1\\CCCN1Cc1nc(O)nc(O)c1Cl",
  "lumo_ev": 0.609
}

***

{
  "formula": "C4H10O2PS",
  "method": "ωB97M-V/def2-TZVPD",
  "symbols": ["C", "C", "C", "C", "O", "O", "P", "S", "H", "H", "H", "H", "H", "H", "H", "H", "H", "H"],
  "positions_angstrom": [[1.4398, -0.1443, -1.9644], [0.6532, 1.0931, 1.7211], [1.4086, 0.2558, -0.5633], [0.5061, 0.9078, 0.2053], [-2.7787, 0.6175, 1.0099], [-3.1991, -1.3961, 2.3029], [-2.4675, -0.8210, 0.9457], [-3.9759, -1.7907, -0.6905], [2.2615, -0.8629, -2.2371], [0.4675, -0.5544, -2.3857], [1.6148, 0.7860, -2.6060], [1.3007, 0.3495, 2.1358], [1.0228, 2.0747, 2.2251], [-0.2809, 0.8591, 2.1021], [-3.5805, -2.9520, -0.2868], [2.1934, -0.1215, 0.0384], [-0.3301, 1.3305, -0.3341], [-2.8097, -2.2054, 2.6778]],
  "nbo_charge": [-0.65, -0.64, -0.23, -0.14, -1.17, -1.05, 1.32, -0.65, 0.21, 0.23, 0.21, 0.19, 0.20, 0.24, 0.09, 0.17, 0.21, 0.47],
  "e_above_lowest_kj_mol": 206.8,
  "homo_lumo_gap_ev": 6.88,
  "charge": -1,
  "lumo_ev": 3.644
}

***

{
  "formula": "C27H29InN7O3S",
  "method": "ωB97M-V/def2-TZVPD",
  "symbols": ["In", "C", "N", "C", "C", "C", "N", "C", "C", "C", "C", "C", "C", "C", "O", "C", "C", "C", "N", "C", "C", "C", "C", "C", "C", "C", "O", "H", "H", "H", "H", "H", "H", "H", "H", "H", "H", "H", "H", "H", "H", "H", "H", "H", "H", "H", "H", "H", "H", "H", "H", "H", "S", "C", "C", "N", "C", "H", "H", "H", "O", "N", "C", "C", "N", "C", "N", "H"],
  "positions_angstrom": [[0.2297, 0.1171, 0.0451], [3.1201, -0.7357, -0.0587], [2.0279, -0.7570, 0.9431], [2.4655, 0.1525, 2.0183], [1.5034, 0.6323, 3.1084], [0.5262, 1.7038, 2.6608], [-0.4595, 1.1675, 1.7526], [-1.6905, 1.3890, 2.0508], [-2.7943, 1.1074, 1.1094], [-4.0994, 0.9914, 1.6187], [-5.1591, 0.7533, 0.7496], [-4.9034, 0.6405, -0.6123], [-3.5932, 0.7768, -1.0949], [-2.4878, 1.0287, -0.2616], [-1.2947, 1.1532, -0.7033], [1.8744, -2.1545, 1.3827], [0.8221, -2.5339, 2.4408], [-0.6027, -2.0244, 2.2177], [-0.7381, -1.5144, 0.8771], [-1.1003, -2.3766, -0.0096], [-1.0894, -2.2138, -1.4883], [-2.0607, -2.9783, -2.1729], [-2.1011, -2.9974, -3.5627], [-1.1631, -2.2610, -4.2687], [-0.1975, -1.5149, -3.5777], [-0.1039, -1.4579, -2.1690], [0.7904, -0.7469, -1.5938], [4.0993, -0.9051, 0.4101], [3.1646, 0.2346, -0.5673], [3.0244, -1.5176, -0.8202], [2.8656, 1.0680, 1.5582], [3.3232, -0.3043, 2.5343], [2.1240, 1.0817, 3.8964], [0.9802, -0.1845, 3.6003], [1.0668, 2.5159, 2.1604], [0.0735, 2.1493, 3.5562], [-1.9864, 1.8321, 3.0154], [-4.2713, 1.0681, 2.6844], [-6.1670, 0.6441, 1.1287], [-5.7022, 0.4365, -1.3147], [-3.3932, 0.6640, -2.1602], [2.8395, -2.5272, 1.7569], [1.6606, -2.7732, 0.5004], [1.1656, -2.2625, 3.4446], [0.7785, -3.6321, 2.4607], [-0.8362, -1.2327, 2.9342], [-1.3240, -2.8202, 2.4463], [-1.4312, -3.3787, 0.3138], [-2.7982, -3.5332, -1.6053], [-2.8629, -3.5635, -4.0820], [-1.1763, -2.2327, -5.3510], [0.5129, -0.9156, -4.1452], [4.0930, 1.7797, -1.6484], [3.8006, 0.3334, -2.5231], [2.6353, -0.2527, -2.0764], [1.9780, 0.4186, -1.0637], [2.6533, 1.5043, -0.7559], [4.4729, -0.0078, -3.2967], [2.2163, -1.1762, -2.4573], [2.3259, 2.1896, 0.0151], [0.3952, 2.1498, -0.0479], [-0.3332, 2.9068, -0.9258], [0.0978, 4.1120, -1.1522], [1.2771, 4.6862, -0.5428], [2.2021, 5.2587, -0.1199], [-0.7016, 4.8696, -2.0827], [-1.3075, 5.5318, -2.8276], [0.7445, 0.4388, 1.7481]],
  "lowdin_charge": [0.52, -0.17, -0.20, -0.17, -0.22, -0.23, -0.17, -0.10, -0.15, -0.07, -0.15, -0.13, -0.01, -0.37, -0.15, -0.16, -0.15, -0.20, -0.02, -0.05, -0.11, -0.04, -0.12, -0.09, 0.01, -0.31, -0.20, 0.11, -0.09, 0.12, 0.13, 0.13, 0.10, 0.10, 0.12, 0.12, 0.10, 0.09, 0.08, 0.08, 0.11, 0.12, 0.13, 0.10, 0.11, 0.11, 0.12, 0.13, 0.11, 0.09, 0.09, 0.11, 1.08, -0.32, -0.25, -0.21, -0.46, 0.07, 0.15, 0.09, -0.27, 0.10, -0.29, -0.18, 0.13, -0.18, 0.12, 0.10],
  "homo_lumo_gap_ev": [3.93, 3.50],
  "charge": -1,
  "lumo_ev": [2.200, 2.206]
}

***

{
  "formula": "C4H8O",
  "method": "ωB97M-V/def2-TZVPD",
  "symbols": ["C", "C", "C", "C", "O", "H", "H", "H", "H", "H", "H", "H", "H"],
  "positions_angstrom": [[1.3873, -1.2401, -0.2121], [0.0455, -0.5365, -0.3675], [-0.3712, 0.4592, 0.6674], [-1.3712, 1.3842, 0.1461], [-0.1678, 1.7419, 0.5659], [1.4541, -1.3750, 0.9496], [1.9656, -0.2339, -0.3472], [1.8954, -2.1161, -0.7906], [-0.1101, -0.0355, -1.3353], [-0.7739, -1.1825, -0.6349], [-0.1432, 0.0734, 1.7061], [-2.2272, 1.8881, 0.6828], [-1.5833, 1.1727, -1.0303]],
  "nbo_charge": [-0.64, -0.45, 0.07, -0.09, -0.48, 0.20, 0.21, 0.25, 0.21, 0.21, 0.17, 0.19, 0.16],
  "e_above_lowest_kj_mol": 345.0,
  "homo_lumo_gap_ev": 10.83,
  "smiles": "CC[C@@H]1CO1",
  "lumo_ev": 1.152
}

***

{
  "formula": "C9H7ClF3IO",
  "method": "ωB97M-V/def2-TZVPD",
  "symbols": ["C", "C", "C", "C", "C", "C", "C", "C", "C", "O", "F", "F", "F", "Cl", "I", "H", "H", "H", "H", "H", "H", "H"],
  "positions_angstrom": [[-1.2428, 3.0550, -0.3901], [-0.2231, 2.9975, 0.5489], [-1.4703, 2.0084, -1.1918], [0.5834, 1.8143, 0.7024], [-0.8163, 0.7755, -1.0031], [0.1206, 0.7593, -0.0432], [-1.1063, -0.5022, -1.7691], [1.4634, -1.1938, 0.4287], [0.7949, -3.1748, 1.6490], [0.5607, -2.2223, 0.7177], [2.1167, -0.8230, 1.5970], [-0.1611, -4.0881, 1.5291], [0.7664, -2.7882, 2.9487], [2.2845, -4.0154, 1.3117], [2.6869, -1.5444, -1.2295], [-1.8715, 3.8574, -0.5251], [-0.0175, 3.9508, 1.1643], [-2.1850, 2.0351, -1.9333], [1.3632, 1.5873, 1.3854], [-1.3217, -0.1781, -2.8480], [-0.3053, -1.2112, -1.7186], [-2.0199, -1.0992, -1.3310]],
  "nbo_charge": [-0.23, -0.19, -0.17, -0.30, -0.14, 0.20, -0.62, 0.40, 0.87, -0.56, -0.37, -0.30, -0.31, -0.03, 0.19, 0.22, 0.22, 0.21, 0.25, 0.22, 0.23, 0.23],
  "e_above_lowest_kj_mol": 293.7,
  "homo_lumo_gap_ev": [8.38, 8.38],
  "lumo_ev": [-0.488, -0.489]
}

***

| no. | largest force on an atom (eV/Å) |
| --- | --- |
| 1 | 4.53 |
| 2 | 1.99 |
| 3 | 5.12 |
| 4 | 3.25 |
| 5 | 12.79 |
| 6 | 7.66 |
| 7 | 3.79 |